No. 1
Below is an isolated ion of composition C4H5N2OS and charge -1, with properties calculated with ωB97M-V/def2-TZVPD.

Results
- total charge = -1
- SMILES string = Cc1[nH]c(=S)[nH]c1[O-]
- energy relative to the best compared isomer or geometry (same formula, charge and spin) (kJ/mol) = 13.78
- gap between HOMO and LUMO (eV) = 6.08
- HOMO level (eV) = -2.4

```
13
Properties=species:S:1:pos:R:3:lowdin_charge:R:1
C -1.1658 0.1794 0.0436 -0.10
C 0.2689 -0.2574 -0.1299 -0.35
N 1.3335 0.6453 -0.0319 0.06
C 2.4752 -0.1403 -0.0023 -0.94
S 4.0023 0.4470 -0.2284 0.39
N 2.1276 -1.4718 0.0938 0.12
C 0.6648 -1.5475 -0.0103 -0.53
O 0.1211 -2.6556 0.0432 -0.08
H -1.8928 -0.5907 -0.3924 0.07
H -1.2019 1.2711 -0.3822 0.07
H -1.5227 0.2597 1.2108 0.09
H 1.2522 1.5550 -0.3455 0.10
H 2.7408 -2.1933 -0.1416 0.10
```

***

No. 2
Below is C6H24KO6 as an isolated structure, with properties calculated with ωB97M-V/def2-TZVPD.

Results
- total charge = +1
- energy relative to the best compared isomer or geometry (same formula, charge and spin) (kJ/mol) = 320.13
- gap between HOMO and LUMO (eV) = 11.10
- HOMO level (eV) = -13.6

```
37
Properties=species:S:1:pos:R:3:lowdin_charge:R:1
K -9.7158 -15.8569 -18.4511 0.89
C -12.3496 -18.0119 -18.8232 -0.17
O -11.9513 -17.4891 -17.6183 -0.16
H -12.1108 -19.0950 -18.8347 0.11
H -11.8673 -17.4783 -19.6450 0.06
H -13.4428 -17.9454 -18.9017 0.10
H -12.2170 -18.1337 -16.9622 0.10
C -9.6419 -16.8031 -21.3949 -0.13
O -9.5454 -17.8446 -20.3970 -0.18
H -9.2930 -17.1903 -22.3554 0.10
H -9.0876 -15.8996 -21.2146 0.04
H -10.6652 -16.4284 -21.5583 0.10
H -8.6490 -18.1877 -20.3648 0.09
C -8.9992 -12.8798 -20.9927 -0.13
O -9.7560 -13.5553 -20.0043 -0.20
H -9.6414 -12.7870 -21.8301 0.07
H -8.2213 -13.5814 -21.3102 0.09
H -8.6215 -11.8858 -20.7181 0.10
H -10.4186 -13.0027 -19.5621 0.10
C -8.9382 -18.8618 -17.4573 -0.12
O -8.2636 -17.6414 -17.0812 -0.17
H -9.7304 -18.6725 -18.1604 0.03
H -9.4260 -19.1990 -16.5390 0.10
H -8.3486 -19.6987 -17.8414 0.10
H -7.7196 -17.9131 -16.3714 0.07
C -9.4088 -15.5553 -15.1944 -0.12
O -8.7239 -14.7440 -16.1784 -0.17
H -8.6571 -16.2110 -14.7335 0.09
H -10.2833 -16.0817 -15.5853 0.08
H -9.7703 -14.9539 -14.4054 0.07
H -7.8895 -14.5695 -15.7934 0.06
C -6.7781 -14.1657 -18.7292 -0.16
O -7.0042 -15.4500 -19.2410 -0.14
H -5.9635 -13.7159 -19.2749 0.10
H -6.5558 -14.2290 -17.7090 0.06
H -7.5097 -13.4477 -18.8017 0.04
H -6.2283 -15.9793 -18.9995 0.11
```

***

No. 3
Below is a 2-piece molecular cluster, CH3BrN2 overall, with properties calculated with ωB97M-V/def2-TZVPD.

Results
- energy relative to the best compared isomer or geometry (same formula, charge and spin) (kJ/mol) = 77.16
- gap between HOMO and LUMO (spin up / spin down) (eV) = 6.38 / 7.01
- HOMO level (spin up / spin down) (eV) = -8.5 / -8.7

```
7
Properties=species:S:1:pos:R:3:lowdin_charge:R:1
C -0.8255 0.1892 -0.0775 -0.05
N -0.1111 -0.9727 -0.2097 -0.07
N 0.9146 -1.4414 -0.0674 0.25
Br 2.8161 0.7833 0.3542 -0.38
H -1.4079 0.0586 0.7534 0.07
H -1.3975 0.3160 -0.9155 0.07
H 0.0113 1.0670 0.1625 0.11
```

***

No. 4
Below is C12H26F6GeN3O4S2V as an isolated structure, with properties calculated with ωB97M-V/def2-TZVPD.

Results
- total charge = -1
- energy relative to the best compared isomer or geometry (same formula, charge and spin) (kJ/mol) = 93.70
- gap between HOMO and LUMO (spin up / spin down) (eV) = 5.61 / 5.87
- HOMO level (spin up / spin down) (eV) = -2.8 / -3.0
- multiplicity = 4

```
55
Properties=species:S:1:pos:R:3:lowdin_charge:R:1
V 0.2131 -0.1418 -0.0295 0.55
C -0.8796 -0.8569 2.7293 -0.10
N -0.0164 0.2282 2.2499 -0.32
C 1.2606 0.1816 2.9666 -0.09
C -0.7163 1.5088 2.4565 -0.19
C 0.0094 2.7133 1.8768 -0.20
N 0.0356 2.7428 0.4251 -0.27
C 0.9899 3.7323 -0.0445 -0.11
C -1.2763 3.0459 -0.1284 -0.12
H -1.0690 -0.7521 3.8101 0.09
H -0.3990 -1.8173 2.5470 0.08
H -1.8164 -0.8277 2.1749 0.07
H 1.1073 0.3434 4.0440 0.09
H 1.9602 0.9205 2.5801 0.06
H 1.7117 -0.7970 2.8114 0.08
H -0.8613 1.6659 3.5382 0.12
H -1.6997 1.4018 2.0005 0.10
H 1.0426 2.7238 2.2301 0.10
H -0.4592 3.6339 2.2742 0.12
H 0.6721 4.7570 0.2211 0.09
H 1.0756 3.6714 -1.1293 0.09
H 1.9671 3.5490 0.3934 0.05
H -1.6252 4.0377 0.2131 0.08
H -1.9926 2.2720 0.1315 0.05
H -1.2085 3.0539 -1.2160 0.09
F 4.5738 -1.9998 -0.7979 0.14
C 3.9209 -1.2934 -1.7155 -0.66
F 4.8017 -0.5430 -2.3831 0.13
F 3.3598 -2.1412 -2.5759 0.14
S 2.6024 -0.2239 -0.9285 0.56
O 2.3285 -0.9301 0.3199 -0.34
O 1.5092 -0.2885 -1.8757 -0.31
N 3.1885 1.1860 -0.8285 -0.28
S 4.2816 1.6292 0.2325 0.59
O 3.7117 2.3094 1.3559 -0.28
O 5.3103 0.6626 0.4637 -0.26
C 5.0588 2.9344 -0.8202 -0.69
F 6.0187 3.5435 -0.1169 0.13
F 5.6067 2.3991 -1.9039 0.14
F 4.1720 3.8509 -1.1923 0.14
C -1.9594 -2.5871 -2.9033 -0.25
Ge -2.3940 -1.8544 -1.1099 0.63
C -1.8375 -3.2620 0.1814 -0.25
C -4.3903 -1.8629 -1.0089 -0.26
C -1.5969 -0.1566 -0.7797 -0.44
H -2.2608 -3.6325 -3.0196 0.00
H -0.8866 -2.5084 -3.0863 0.00
H -2.4716 -1.9982 -3.6690 0.00
H -2.1380 -4.2541 -0.1682 0.00
H -2.3149 -3.0907 1.1498 -0.01
H -0.7556 -3.2753 0.3348 -0.01
H -4.8275 -2.8256 -1.2927 0.00
H -4.8042 -1.0975 -1.6699 0.00
H -4.7091 -1.6307 0.0102 -0.01
H -2.0221 0.5718 -1.4869 -0.09
```

***

No. 5
Below is one molecule with the formula C5H13N, with properties calculated with ωB97M-V/def2-TZVPD.

Results
- SMILES string = CC[C@H](C)CN
- energy relative to the best compared isomer or geometry (same formula, charge and spin) (kJ/mol) = 164.85
- gap between HOMO and LUMO (eV) = 10.41
- HOMO level (eV) = -9.3

```
19
Properties=species:S:1:pos:R:3:lowdin_charge:R:1
C 0.8587 2.3191 -0.1324 -0.15
C 0.0189 1.0747 -0.4551 -0.28
C -0.2259 0.0397 0.6686 -0.44
C 1.1204 -0.5877 0.9320 -0.12
C -1.2302 -0.9651 0.0567 -0.23
N -0.5971 -1.9778 -0.9562 0.02
H 1.9059 2.3091 0.1981 0.06
H 0.8270 3.1702 -0.9534 0.10
H 0.3955 2.9354 0.6657 0.06
H -0.8969 1.5148 -1.0296 0.13
H 0.5885 0.5177 -1.2168 0.09
H -0.7530 0.5170 1.6034 0.17
H 0.9402 -1.4472 1.6436 0.08
H 1.6802 -0.8420 0.0013 0.08
H 1.6967 0.1486 1.6830 0.11
H -1.8207 -1.5193 0.9479 0.14
H -1.9917 -0.3253 -0.4904 0.10
H -0.5895 -1.5534 -1.8370 0.03
H -1.0539 -2.8662 -0.9408 0.04
```

***

No. 6
Below is C65H76N8O2SeW as an isolated structure, with properties calculated with ωB97M-V/def2-TZVPD.

Results
- total charge = +2
- energy relative to the best compared isomer or geometry (same formula, charge and spin) (kJ/mol) = 101.46
- gap between HOMO and LUMO (spin up / spin down) (eV) = 4.93 / 4.93
- HOMO level (spin up / spin down) (eV) = -11.7 / -11.7

```
153
Properties=species:S:1:pos:R:3:lowdin_charge:R:1
W -0.8421 -0.3243 0.0712 1.92
C 0.8338 -0.4531 6.4792 -0.06
C 1.6625 -0.4686 5.1937 -0.18
C 0.9047 -1.0448 4.0449 -0.11
C 0.9342 -2.3253 3.5619 -0.11
C 1.7149 -3.4906 4.0677 -0.18
C 0.8688 -4.4417 4.9216 -0.06
C 0.0631 -2.3465 2.4154 -0.26
N -0.4563 -1.0933 2.1501 0.01
C 0.0150 -0.3079 3.1870 -0.21
C -0.3069 1.0230 3.3741 0.07
C -1.0376 1.8155 2.5073 -0.20
C -1.1925 3.2356 2.6658 -0.11
C -0.6714 4.0602 3.7917 -0.18
C -1.7871 4.4488 4.7653 -0.05
C -1.8775 3.6761 1.5649 -0.11
C -2.1607 2.5156 0.7720 -0.21
C -2.9463 2.5256 -0.3655 0.07
C -3.3524 1.3795 -1.0236 -0.22
N -2.9020 0.1098 -0.7104 0.04
C -3.6276 -0.7216 -1.5418 -0.21
C -3.4754 -2.0950 -1.6182 0.07
C -2.5830 -2.8604 -0.8890 -0.20
N -1.7497 -2.3675 0.0985 0.00
C -1.1018 -3.4908 0.5880 -0.26
C -0.2244 -3.4747 1.6620 0.01
C -1.4800 -4.6741 -0.1378 -0.11
C -2.4120 -4.2789 -1.0590 -0.11
C -3.1528 -5.1150 -2.0446 -0.18
C -4.5059 -5.5528 -1.4737 -0.06
C -0.9210 -6.0342 0.0988 -0.17
C -1.5637 -6.7236 1.3052 -0.06
C -4.5101 0.0321 -2.3911 -0.12
C -4.3274 1.3500 -2.0759 -0.12
C -4.9646 2.5396 -2.7054 -0.18
C -6.1836 3.0509 -1.9328 -0.06
C -5.4420 -0.5586 -3.3879 -0.17
C -6.7183 -1.0525 -2.6992 -0.06
N -1.6119 1.3727 1.3283 0.04
C -2.2403 5.0721 1.1978 -0.17
C -3.6977 5.4273 1.4992 -0.06
H 1.4202 -0.0311 7.2902 0.08
H 0.5500 -1.4642 6.7522 0.07
H -0.0664 0.1440 6.3545 0.08
H 2.5630 -1.0625 5.3612 0.11
H 1.9748 0.5514 4.9604 0.10
H 2.5431 -3.1299 4.6799 0.11
H 2.1368 -4.0398 3.2224 0.12
H 0.5243 -3.9454 5.8247 0.08
H 1.4661 -5.3015 5.2140 0.08
H 0.0015 -4.7963 4.3719 0.07
H 0.0758 1.5078 4.2564 0.12
H -0.2191 4.9670 3.3816 0.12
H 0.1103 3.5244 4.3325 0.10
H -2.5224 5.0782 4.2716 0.06
H -1.3683 4.9960 5.6043 0.08
H -2.2821 3.5582 5.1433 0.09
H -3.3277 3.4714 -0.7131 0.12
H -4.1021 -2.6058 -2.3305 0.12
H 0.2362 -4.4043 1.9549 0.12
H -2.5630 -5.9999 -2.2852 0.11
H -3.3082 -4.5583 -2.9711 0.11
H -4.3561 -6.1463 -0.5758 0.07
H -5.0486 -6.1538 -2.1990 0.08
H -5.1093 -4.6850 -1.2169 0.07
H 0.1561 -5.9496 0.2510 0.12
H -1.0858 -6.6525 -0.7837 0.11
H -1.4424 -6.1260 2.2042 0.07
H -1.1030 -7.6934 1.4691 0.08
H -2.6254 -6.8748 1.1331 0.07
H -5.2777 2.2660 -3.7137 0.11
H -4.2357 3.3474 -2.7892 0.11
H -6.9472 2.2821 -1.8652 0.07
H -6.6115 3.9066 -2.4479 0.08
H -5.9120 3.3584 -0.9260 0.07
H -4.9493 -1.3858 -3.9038 0.11
H -5.7097 0.1898 -4.1357 0.12
H -6.4813 -1.7605 -1.9092 0.07
H -7.3677 -1.5418 -3.4184 0.08
H -7.2539 -0.2161 -2.2576 0.07
H -2.0471 5.2164 0.1329 0.12
H -1.5948 5.7539 1.7517 0.12
H -4.3833 4.7776 0.9637 0.06
H -3.8875 6.4527 1.1956 0.08
H -3.9043 5.3374 2.5613 0.07
O -0.7880 -0.8810 -1.8715 -0.37
C -1.2444 -0.4843 -3.0532 -0.33
C -1.5742 -1.4102 -4.0547 0.00
C -2.0166 -0.9773 -5.2848 -0.03
C -2.1223 0.3864 -5.5759 -0.05
C -1.7773 1.3145 -4.6254 -0.01
C -1.3235 0.9045 -3.3593 -0.15
C -0.7727 1.8306 -2.4369 -0.01
N -0.3338 1.4634 -1.2623 -0.06
N 0.3868 2.4346 -0.5972 0.12
C 0.9596 1.9496 0.4671 -0.40
O 0.8142 0.6728 0.7458 -0.30
C 1.7742 2.8489 1.2829 -0.15
C 2.3220 2.4426 2.5009 -0.05
C 3.0941 3.3162 3.2446 -0.06
C 3.3156 4.6077 2.7886 -0.05
C 2.7529 5.0248 1.5899 -0.06
C 1.9925 4.1539 0.8363 -0.02
H -1.4564 -2.4629 -3.8398 0.13
H -2.2760 -1.7028 -6.0420 0.12
H -2.4445 0.7052 -6.5553 0.11
H -1.8315 2.3728 -4.8329 0.12
H -0.5979 2.8589 -2.7460 0.15
H 2.1325 1.4449 2.8611 0.09
H 3.5302 2.9933 4.1796 0.11
H 3.9247 5.2857 3.3677 0.11
H 2.9134 6.0324 1.2383 0.11
H 1.5555 4.4580 -0.1004 0.11
C 4.7824 -1.2221 -5.1595 -0.09
C 4.3950 -1.9450 -3.8751 -0.24
C 2.8862 -2.0781 -3.6739 -0.18
C 2.1409 -0.7541 -3.4590 -0.12
N 2.6317 -0.0513 -2.2930 0.02
C 2.5817 -0.5270 -1.0361 -0.52
Se 1.4028 -1.8689 -0.4205 1.01
N 3.4020 0.1809 -0.2426 0.01
C 3.7022 -0.1628 1.1244 -0.16
C 4.6948 -1.3219 1.2172 -0.17
C 6.1423 -0.9211 0.9404 -0.24
C 6.6820 0.0754 1.9645 -0.09
C 3.9225 1.2231 -0.9786 -0.13
C 4.7072 2.3146 -0.6286 0.01
C 4.9669 3.2481 -1.6102 -0.05
C 4.4746 3.1031 -2.9086 -0.05
C 3.7095 2.0138 -3.2733 0.01
C 3.4323 1.0734 -2.2904 -0.13
H 5.8535 -1.3040 -5.3195 0.08
H 4.5336 -0.1650 -5.1193 0.05
H 4.2808 -1.6669 -6.0149 0.08
H 4.8422 -1.4421 -3.0144 0.10
H 4.8055 -2.9548 -3.9054 0.11
H 2.6982 -2.7221 -2.8087 0.07
H 2.4478 -2.5569 -4.5498 0.12
H 1.0799 -0.9738 -3.3254 0.09
H 2.2594 -0.0975 -4.3199 0.13
H 2.7653 -0.4592 1.6052 0.09
H 4.1050 0.7201 1.6163 0.11
H 4.3747 -2.1102 0.5296 0.10
H 4.6363 -1.7197 2.2308 0.12
H 6.2421 -0.5075 -0.0653 0.10
H 6.7423 -1.8306 0.9838 0.11
H 6.3481 1.0905 1.7603 0.05
H 7.7677 0.0795 1.9447 0.08
H 6.3629 -0.1955 2.9688 0.08
H 5.0844 2.4505 0.3707 0.11
H 5.5552 4.1180 -1.3658 0.12
H 4.6884 3.8655 -3.6408 0.12
H 3.3239 1.9175 -4.2759 0.11
```